No. 1
Entry from OMol25: C27H24BrP2S3W as an isolated structure (ωB97M-V/def2-TZVPD).

Structure (XYZ):
```
58
Properties=species:S:1:pos:R:3:forces:R:3:mulliken_charge:R:1
W 0.1202 0.9987 1.3601 -0.0608 -0.6073 -0.7464 0.960
C -0.6389 2.8855 -1.5644 0.0038 -0.0526 0.0236 -1.419
C 0.7313 2.3277 -1.9540 -0.0455 0.0287 -0.0204 -1.403
P 1.6548 1.6809 -0.5111 0.0882 0.0912 0.1453 0.658
C 2.6089 0.2757 -1.1135 -0.0819 -0.1540 0.2770 0.363
C 2.6664 -0.8979 -0.3606 0.0643 0.0618 -0.1691 -0.045
C 3.3972 -1.9839 -0.8236 -0.0205 0.0461 0.0106 -0.818
C 4.0747 -1.8941 -2.0301 -0.0157 -0.0041 0.0234 -0.495
C 4.0235 -0.7232 -2.7775 0.0388 -0.0149 -0.0535 -0.820
C 3.2926 0.3609 -2.3242 0.0093 0.0595 -0.0580 -0.073
C 2.8153 2.9850 -0.0347 0.0922 -0.1149 -0.0267 0.683
C 4.1101 2.6438 0.3518 -0.0179 0.0455 -0.0134 -0.456
C 4.9861 3.6325 0.7725 0.0056 -0.0094 -0.0016 -0.688
C 4.5730 4.9576 0.8131 0.0438 -0.0331 0.0094 -0.562
C 3.2841 5.2978 0.4301 -0.0446 0.0400 -0.0093 -0.833
C 2.4029 4.3139 0.0085 -0.0246 0.0165 -0.0049 -0.323
P -1.5464 1.7256 -0.4717 0.1196 0.0842 0.1382 0.817
C -3.0237 2.6315 0.0581 0.0470 -0.0323 0.0320 0.740
C -3.7054 3.4547 -0.8385 0.0001 -0.0001 0.0141 -0.419
C -4.8652 4.0994 -0.4431 -0.0028 -0.0039 -0.0014 -0.743
C -5.3609 3.9144 0.8427 0.0213 0.0010 -0.0250 -0.476
C -4.6970 3.0834 1.7313 0.0022 -0.0147 0.0185 -0.785
C -3.5286 2.4427 1.3412 -0.0096 0.0323 -0.0260 -0.209
C -2.2232 0.4338 -1.5563 0.0555 -0.0577 0.0852 1.009
C -3.0687 -0.5061 -0.9649 -0.0359 -0.0433 -0.0579 -0.565
C -3.6382 -1.5125 -1.7270 0.0294 0.0570 0.0100 -0.850
C -3.3678 -1.5885 -3.0882 -0.0285 -0.0286 0.0180 -0.472
C -2.5405 -0.6504 -3.6832 0.0477 0.0535 -0.0250 -0.850
C -1.9678 0.3615 -2.9219 -0.0416 -0.0290 -0.0076 -0.361
H -0.5463 3.8091 -0.9903 0.0125 0.0346 0.0076 0.492
H -1.2239 3.1185 -2.4538 -0.0233 0.0080 -0.0134 0.657
H 1.3350 3.0813 -2.4610 0.0056 0.0159 0.0031 0.700
H 0.6254 1.4803 -2.6307 -0.0341 -0.0357 -0.0500 0.619
H 2.1516 -0.9644 0.5893 -0.0229 -0.0274 0.0684 0.177
H 3.4392 -2.8937 -0.2399 -0.0038 0.0103 -0.0035 0.436
H 4.6478 -2.7388 -2.3898 -0.0076 0.0205 -0.0017 0.410
H 4.5583 -0.6563 -3.7158 -0.0088 0.0044 0.0136 0.426
H 3.2646 1.2741 -2.9081 0.0131 -0.0197 -0.0022 0.393
H 4.4312 1.6102 0.3220 0.0208 0.0092 0.0203 0.410
H 5.9920 3.3663 1.0715 -0.0355 0.0103 -0.0105 0.423
H 5.2584 5.7266 1.1457 -0.0211 -0.0189 -0.0104 0.410
H 2.9617 6.3305 0.4629 0.0007 -0.0263 -0.0032 0.456
H 1.3965 4.5919 -0.2817 0.0034 0.0152 0.0227 0.116
H -3.3405 3.5858 -1.8502 -0.0309 0.0200 0.0081 0.307
H -5.3879 4.7412 -1.1400 0.0030 -0.0047 0.0110 0.422
H -6.2692 4.4172 1.1483 0.0142 -0.0061 -0.0058 0.399
H -5.0852 2.9339 2.7303 0.0104 -0.0005 -0.0181 0.428
H -3.0131 1.7936 2.0382 0.0065 -0.0081 0.0252 0.400
H -3.2944 -0.4407 0.0930 -0.0173 -0.0185 -0.0301 0.449
H -4.2966 -2.2335 -1.2605 0.0076 0.0083 -0.0090 0.417
H -3.8120 -2.3746 -3.6855 0.0142 0.0231 0.0179 0.403
H -2.3406 -0.6958 -4.7460 -0.0087 -0.0088 0.0176 0.422
H -1.3460 1.0958 -3.4171 0.0145 -0.0102 0.0056 0.237
S 1.9555 3.9701 4.2015 -0.0235 -0.0357 0.0058 -0.107
C 1.2759 2.8207 3.3346 0.0599 0.0609 0.0663 0.226
S 1.9754 1.2887 2.7351 -0.1485 0.1244 -0.1128 -0.186
S -0.3178 2.8763 2.4732 -0.0665 0.2195 0.2483 -0.183
Br -0.9067 -1.1340 1.7566 0.0271 0.2186 0.1698 -0.325
```
Forces are in eV/Å.

Output
- Frontier orbital gap (alpha / beta): 6.628 / 6.622 eV
- LUMO (alpha / beta): -4.3795 / -4.3874 eV
- Energy above the lowest of the compared OMol25 structures with the same formula, charge and spin: 4.9 kcal/mol
- E_tot: -151336.3908 eV
- Net charge: +1



No. 2
Entry from OMol25: C27H24CdCl2N5O7Si as an isolated structure (ωB97M-V/def2-TZVPD).

Structure (XYZ):
```
67
Properties=species:S:1:pos:R:3:forces:R:3:mulliken_charge:R:1
Cd 0.2013 0.2483 1.1234 -0.0106 0.2147 0.1171 1.596
O -4.2964 -0.1553 -5.4798 -0.3937 -0.0108 0.0881 -0.637
N -3.6288 -0.9026 -4.7985 0.9194 0.3645 -0.1458 0.997
O -3.3987 -2.0590 -5.0872 -0.1766 -0.2475 0.1891 -0.589
C -2.9053 -0.3096 -3.6343 -0.3362 -0.2982 -0.0860 -0.127
C -2.8193 1.0326 -3.6458 0.1130 0.1086 0.1460 -0.688
C -2.1037 1.7241 -2.6194 -0.1338 -0.0542 -0.2008 1.444
C -2.0190 3.1271 -2.5893 0.0135 0.0316 0.0009 -0.767
C -1.3407 3.7315 -1.5688 0.0193 -0.0339 0.0699 -0.997
C -0.7427 2.9207 -0.5899 -0.0026 -0.0006 0.0274 -0.705
N -0.7959 1.6056 -0.6206 -0.0321 -0.0990 -0.1973 0.399
C -1.4743 0.9957 -1.6096 0.0117 -0.0031 0.0926 -1.259
C -1.5854 -0.4566 -1.5983 0.0265 0.0391 0.0892 -0.170
N -0.9748 -1.1062 -0.5918 0.0028 0.0228 -0.0604 0.731
C -1.0932 -2.4077 -0.4974 0.0019 0.0088 -0.0230 -0.591
C -1.8398 -3.1607 -1.4086 0.0258 -0.0236 0.0587 -1.329
C -2.4463 -2.5275 -2.4581 -0.0302 0.0916 -0.0589 -0.637
C -2.3180 -1.1290 -2.5951 -0.0708 0.0915 -0.0226 0.792
H -3.2893 1.5907 -4.4427 -0.0035 -0.0090 0.0141 0.549
H -2.5040 3.7088 -3.3637 -0.0075 -0.0137 -0.0062 0.434
H -1.2696 4.8065 -1.4891 -0.0030 0.0022 0.0084 0.453
H -0.2325 3.3403 0.2705 0.0127 0.0473 -0.0355 0.587
H -0.5869 -2.8815 0.3355 0.0001 -0.0216 -0.0138 0.570
H -1.9327 -4.2291 -1.2735 -0.0041 -0.0013 -0.0053 0.437
H -3.0210 -3.0915 -3.1706 -0.0231 -0.0126 -0.0733 0.538
O -4.9025 3.4763 3.0028 -0.0071 0.0060 -0.0274 -0.645
C -3.9076 2.8336 2.7617 0.0938 -0.0596 0.0413 0.523
C -3.8482 1.3618 2.3919 0.0146 0.0979 0.0170 -0.050
O -4.7997 0.6124 2.2483 -0.0161 -0.0022 0.0472 -0.718
C -2.4310 1.0514 2.2253 -0.1294 -0.1553 -0.1679 0.355
C -1.6363 2.2040 2.4027 0.1310 0.1626 0.1713 0.965
O -0.3692 2.2096 2.2562 0.0578 0.0091 -0.0560 -0.940
C -2.4783 3.3518 2.7558 -0.1013 -0.0806 -0.0652 0.036
O -2.1263 4.4970 2.9769 -0.0122 0.0317 -0.0230 -0.699
O -1.9433 -0.0884 1.8952 0.1101 -0.0302 -0.0111 -0.891
C 1.8856 1.1337 4.3966 0.0308 -0.0070 0.0191 -1.154
C 2.8328 0.7772 3.2908 -0.0264 0.0026 -0.0544 0.326
C 4.2069 0.8283 3.4335 -0.0253 0.0122 0.0199 -0.839
C 4.9882 0.4771 2.3299 0.0428 0.0043 -0.0190 -0.379
C 4.4131 0.0914 1.1457 -0.0350 -0.0188 0.0331 -0.732
C 2.9951 0.0427 1.0448 -0.0680 -0.0412 -0.0692 0.612
N 2.2701 0.3921 2.1413 -0.0529 -0.0336 0.0487 0.704
N 2.2550 -0.2828 -0.0255 0.0778 -0.0347 0.1777 0.261
Si 2.6996 -1.1980 -1.3985 -0.1586 0.1782 0.0669 -0.315
C 2.6243 -3.0422 -1.0432 0.0554 -0.0899 0.0186 -0.895
C 4.4057 -0.8588 -2.1232 0.0533 -0.0428 -0.0714 -1.254
C 1.4853 -0.8230 -2.7862 0.0075 0.0157 -0.0622 -0.776
H 2.4116 1.6008 5.2285 -0.0048 -0.0014 0.0016 0.402
H 1.3881 0.2316 4.7612 -0.0088 0.0019 -0.0047 0.191
H 1.1117 1.8018 4.0169 0.0000 0.0100 0.0017 0.099
H 4.6476 1.1445 4.3683 0.0172 -0.0066 -0.0047 0.410
H 6.0698 0.5188 2.4016 -0.0025 0.0035 0.0110 0.408
H 5.0234 -0.1477 0.2900 0.0147 -0.0197 -0.0148 0.163
H 3.5195 -3.3738 -0.5102 -0.0175 -0.0032 0.0236 0.352
H 2.5455 -3.6305 -1.9617 0.0196 0.0004 -0.0072 0.324
H 1.7634 -3.2779 -0.4139 -0.0153 0.0005 -0.0174 0.211
H 5.2206 -1.2431 -1.5079 -0.0009 -0.0163 0.0052 0.353
H 4.5782 0.2068 -2.2900 -0.0181 0.0121 0.0046 0.336
H 4.4645 -1.3644 -3.0921 0.0415 0.0241 -0.0075 0.336
H 0.6045 -1.4669 -2.7560 0.0162 -0.0113 -0.0022 0.153
H 1.9685 -0.9739 -3.7553 -0.0222 -0.0121 -0.0096 0.516
H 1.1509 0.2162 -2.7376 0.0035 0.0050 0.0011 0.162
Cl 0.2584 -2.2205 3.0245 0.0687 -0.1174 0.0191 -0.134
C -1.4454 -2.6512 3.2790 -0.0392 0.0238 -0.0225 0.187
Cl -1.8193 -4.2608 2.6171 0.0037 0.0334 0.0201 -0.206
H -2.0384 -1.8930 2.7710 -0.0148 -0.0306 0.0058 -0.212
H -1.6254 -2.6797 4.3464 -0.0024 -0.0138 -0.0097 0.422
```
Forces are in eV/Å.

Output
- Frontier orbital gap: 4.943 eV
- LUMO: 0.7378 eV
- Energy above the lowest of the compared OMol25 structures with the same formula, charge and spin: 13.4 kcal/mol
- E_tot: -87661.3481 eV
- Net charge: -1



No. 3
Entry from OMol25: a 2-piece molecular cluster, C27H24F2NO overall in a non-equilibrium geometry (ωB97M-V/def2-TZVPD).

Structure (XYZ):
```
55
Properties=species:S:1:pos:R:3:forces:R:3:mulliken_charge:R:1
C -2.0116 -0.0774 2.3415 -0.3333 0.0389 0.0050 -1.257
C -1.4718 -1.4067 1.8976 -0.2749 -0.4909 -0.6293 0.596
N -0.0683 -1.4232 1.8849 -0.5658 0.4139 -0.5074 0.035
C 0.6719 -2.5772 2.0846 0.4673 -0.9291 0.0399 0.220
C 2.0364 -2.5488 1.4342 -0.1330 -1.0395 -0.4246 -0.102
C 2.2597 -3.0892 0.2059 -0.7694 0.2529 1.3137 -0.505
C 3.5722 -2.9121 -0.4632 1.0063 0.2382 0.3378 -0.871
C 4.2812 -1.6048 -0.0144 -0.3470 -0.0053 -1.0387 -1.039
C 4.2046 -1.3653 1.4575 -0.2826 0.1274 0.6207 0.464
C 5.1402 -0.5859 2.1352 0.1199 -0.2985 0.2755 -0.677
C 5.0540 -0.4298 3.5225 -0.6023 -0.0024 0.1531 -0.763
C 4.0539 -1.1073 4.2507 0.5559 -0.2324 -0.3621 -0.593
C 3.1758 -1.9554 3.5807 -0.1110 0.6227 -0.3299 -0.280
C 3.1370 -1.9370 2.1794 0.7789 0.1475 -0.0123 0.581
C 0.1772 -3.6039 2.8286 0.7191 0.0650 -2.1842 -1.370
O -2.1548 -2.3606 1.5523 0.7962 0.9985 0.9136 -0.562
H -1.8608 0.6308 1.5112 -0.1159 0.0233 0.4379 0.388
H -3.0761 -0.1778 2.5618 0.1003 0.1149 -0.2394 0.330
H -1.4946 0.2627 3.2513 -0.0384 0.0620 -0.4353 0.328
H 0.3974 -0.5493 1.6132 -0.1759 -0.7752 0.3092 0.410
H 1.5129 -3.7292 -0.2692 -0.0295 0.4686 0.0599 0.465
H 4.2346 -3.7459 -0.1793 -0.1985 -0.0490 -0.1897 0.285
H 3.4635 -2.9304 -1.5525 0.0524 -0.0239 0.2147 0.382
H 5.3280 -1.6241 -0.3425 -0.1960 -0.0269 0.1316 0.422
H 3.8211 -0.7736 -0.5707 0.0107 -0.0082 0.2149 0.318
H 5.9518 -0.1263 1.5607 -0.2661 -0.1157 0.3323 0.421
H 5.7568 0.2124 4.0486 -0.1289 -0.1211 -0.1322 0.378
H 3.9709 -1.0089 5.3320 0.3249 -0.0756 -0.1913 0.373
H 2.5251 -2.6589 4.1067 0.0536 0.5342 -0.0649 0.653
H 0.8712 -4.4194 3.0764 -0.5356 0.2940 -0.5248 0.580
H -0.9029 -3.7570 2.8088 0.4414 0.0940 0.6604 0.598
F -2.7885 1.2776 7.2221 1.3092 -0.5099 -0.5400 -0.296
C -1.5590 0.7031 7.0007 -0.9014 0.5592 0.4440 -0.098
C -0.4429 1.2935 7.5946 0.1262 -1.0973 -0.5453 -0.567
C 0.7655 0.5814 7.4985 -0.3807 0.3391 0.3976 -0.632
C 0.8362 -0.6304 6.8352 0.2224 -0.4814 -0.9973 -0.578
C -0.2786 -1.1564 6.1134 -0.4276 1.2772 0.0612 0.802
C -0.1210 -2.3749 5.3492 0.4723 -0.8390 1.9330 0.014
C -0.9394 -3.5230 5.4521 -0.3211 -0.6119 0.3205 0.835
C -0.4055 -4.8283 5.1929 0.2768 0.2240 -0.0914 -0.493
C -1.2134 -5.9457 5.1437 0.1688 -0.0139 0.1913 -0.637
C -2.5997 -5.8292 5.3246 0.4759 0.3181 -0.0506 -0.538
C -3.0911 -4.5805 5.6816 -1.2811 0.2815 0.2444 -0.007
F -4.4426 -4.4563 5.8769 1.3907 -0.0938 -0.0067 -0.292
C -2.2941 -3.4662 5.8582 -0.2092 -0.1484 -0.2999 -0.554
C -1.5021 -0.4433 6.2262 0.3345 -0.2050 0.0626 -0.425
H -0.5218 2.2382 8.1121 -0.0415 -0.0233 0.0350 0.486
H 1.6509 0.9939 7.9830 -0.2166 -0.2370 -0.1249 0.409
H 1.7659 -1.2083 6.8522 -0.2678 0.3449 -0.1349 0.480
H 0.8501 -2.5345 4.8801 -0.2066 0.0800 0.3136 -0.151
H 0.6719 -4.9317 5.0339 -0.5131 0.0222 0.0337 0.637
H -0.7592 -6.9160 4.9490 -0.2060 0.2188 0.0291 0.436
H -3.2704 -6.6773 5.2166 0.0907 0.1787 0.0540 0.487
H -2.7141 -2.5607 6.2654 -0.2207 -0.0995 -0.1538 0.776
H -2.3807 -0.7660 5.6829 0.0031 0.2141 0.0707 0.695
```
Forces are in eV/Å.

Output
- Frontier orbital gap: 4.551 eV
- LUMO: -6.1810 eV
- Energy above the lowest of the compared OMol25 structures with the same formula, charge and spin: 13.9 kcal/mol
- E_tot: -37351.6781 eV
- Net charge: +1



No. 4
Entry from OMol25: a 2-piece molecular cluster, C27H24NO9S overall in a non-equilibrium geometry (ωB97M-V/def2-TZVPD).

Structure (XYZ):
```
62
Properties=species:S:1:pos:R:3:forces:R:3:mulliken_charge:R:1
C 0.2890 5.5918 -0.9865 0.4761 -0.4127 0.1445 -0.823
O 1.5616 5.0434 -0.5896 -0.3775 -0.3298 -0.2539 -0.420
C 1.6421 3.7617 -0.1465 0.0088 -0.4774 0.2593 0.878
C 2.9456 3.3056 0.1970 -0.9641 0.7933 -0.3913 -0.702
C 3.0791 2.1213 0.8714 -0.2820 -0.4728 0.3449 -0.469
C 1.9440 1.3640 1.2624 0.1660 1.0207 -0.0161 0.897
C 2.1424 0.2351 2.1223 -0.9887 -0.7470 -0.8140 -1.077
C 1.1270 -0.4997 2.6877 0.0642 -0.2733 0.5420 0.815
C 1.3522 -1.9502 2.8662 1.0554 0.0047 0.2477 -0.164
O 2.2991 -2.5391 2.3898 -0.9839 0.2276 0.5810 -0.666
O 0.4288 -2.6062 3.6528 -0.2156 0.1709 -0.8508 -0.356
C -0.9131 -2.1089 3.5604 0.3231 0.2950 0.4534 1.596
C -1.4977 -2.2299 2.1605 -0.1049 -0.2433 -0.0757 -1.348
C -1.7078 -2.8997 4.5958 0.1946 0.2668 -0.1695 -1.806
O -0.9438 -0.7150 3.9457 0.3484 -0.1446 -0.5816 -0.314
C -0.0112 0.1333 3.3719 -0.3889 0.7519 -0.0347 0.654
O -0.1157 1.3273 3.5769 -0.3377 -1.2242 -0.3071 -0.627
C 0.6761 1.7425 0.7528 0.6228 -0.3362 0.2371 -0.300
C 0.5250 2.8941 0.0084 0.3066 0.7541 -0.0969 -0.717
H 0.5166 6.6362 -1.1955 -0.1834 -0.0984 -0.0290 0.243
H -0.0804 5.0930 -1.8960 0.0614 0.1406 0.2702 0.318
H -0.4587 5.5210 -0.1816 0.2811 -0.0364 -0.1957 0.346
H 3.7854 3.9542 -0.0456 -0.1252 -0.2103 0.1388 0.434
H 4.0658 1.7489 1.1460 -0.1858 0.2177 0.0729 0.353
H 3.1334 -0.1977 2.1521 0.0798 -0.1687 -0.1359 0.469
H -0.8797 -1.7097 1.4125 -0.2145 -0.2135 0.2360 0.241
H -1.5939 -3.2932 1.8994 0.1245 0.3225 -0.0480 0.387
H -2.5024 -1.7854 2.1751 0.2971 -0.0791 -0.0614 0.362
H -1.2355 -2.8053 5.5795 -0.0912 0.0342 -0.2253 0.419
H -2.7333 -2.5252 4.6371 0.1097 -0.0254 0.0201 0.349
H -1.7183 -3.9526 4.2972 0.0138 0.1778 0.0768 0.416
H -0.1870 1.1059 0.9491 0.2462 0.2125 -0.0973 0.275
H -0.4546 3.1466 -0.4129 0.4508 0.0093 0.2973 0.397
C -1.6329 0.7794 8.3894 0.4650 0.1089 -0.1873 -0.580
C -0.5977 1.3908 9.1151 0.0000 -0.1659 -0.2518 -0.461
C 0.6912 1.5083 8.5765 -0.0968 -0.1181 -0.1934 -0.293
C 0.9528 0.9965 7.2964 -0.5148 -0.0798 -0.0287 -0.271
S 2.6212 0.9393 6.5910 -0.2621 0.2693 -0.2792 1.182
C 2.6820 1.9102 5.1873 -0.5542 0.2705 0.1179 -0.857
C 3.7770 2.7401 4.9010 0.3237 0.1349 -0.0977 0.855
C 3.6115 3.9890 4.1976 0.3094 0.0470 -0.0011 -0.415
C 4.6928 4.7924 3.8914 -0.1969 -0.7420 -0.3945 -0.405
C 5.9989 4.3221 4.1451 -0.1153 -0.1880 0.0098 -0.183
N 7.0819 4.9440 3.4693 0.5774 0.6694 0.0309 0.932
O 8.2329 4.4696 3.6033 -1.2602 0.7264 -0.3415 -0.661
O 6.8284 5.9509 2.7635 0.7325 -1.1462 0.6658 -0.668
C 6.2066 3.1288 4.8733 -0.4120 0.0104 -0.2575 -0.604
C 5.1238 2.3590 5.2386 0.2228 0.4758 0.2885 -0.503
O 3.3899 1.4914 7.6841 0.7927 0.0010 -0.0321 -0.727
O 2.8372 -0.4358 6.1933 -0.2012 -0.6427 0.4078 -0.638
C -0.0753 0.3928 6.5845 -0.0711 -0.0291 0.0899 -0.016
C -1.3677 0.2937 7.1033 0.2432 0.0913 0.2859 -0.386
H -2.6287 0.6751 8.8245 0.2791 0.0772 -0.1112 0.357
H -0.7898 1.7632 10.1233 0.0540 -0.0811 -0.2854 0.345
H 1.4908 1.9610 9.1607 -0.1325 -0.1055 -0.2528 0.445
H 1.8340 1.8321 4.5005 0.0916 0.3592 0.6168 0.387
H 2.5969 4.3067 3.9355 0.3606 -0.0783 0.2059 0.463
H 4.5852 5.7422 3.3712 -0.0802 -0.2853 0.1181 0.425
H 7.2230 2.8021 5.0789 -0.2257 0.0501 -0.1167 0.415
H 5.3011 1.4138 5.7547 -0.1623 0.3153 -0.1173 0.380
H 0.1610 -0.0262 5.6175 -0.1128 0.0328 0.4401 0.038
H -2.1475 -0.1829 6.5100 0.1594 0.1157 0.1333 0.385
```
Forces are in eV/Å.

Output
- Frontier orbital gap: 4.571 eV
- LUMO: 1.0557 eV
- E_tot: -59138.3954 eV
- Net charge: -1